Entry 1:
3 unconnected molecules or ions with the total composition C35H26Br2ClO4, computed with ωB97M-V with the def2-TZVPD basis set.

Each line ends with the Mulliken charge.
CARTESIAN COORDINATES (ANGSTROEM)
C 4.987 -3.658 1.162  -1.55
C 3.512 -3.823 1.431  0.44
Br 2.907 -2.889 2.998  -0.21
C 2.633 -4.541 0.729  0.37
Br 3.506 -5.449 -0.875  -0.42
C 1.246 -4.778 0.925  -1.30
C 0.381 -3.518 0.871  0.31
C -1.002 -3.712 0.211  -0.36
C -2.060 -2.901 0.969  -0.31
Cl -2.767 -3.868 2.318  -0.26
H 5.162 -3.036 0.289  0.28
H 5.423 -4.642 1.030  0.41
H 5.460 -3.192 2.022  0.42
H 1.148 -5.210 1.923  0.18
H 0.889 -2.667 0.411  0.20
H 0.165 -3.223 1.905  0.11
H -0.997 -3.317 -0.804  -0.06
H -1.320 -4.746 0.257  0.48
H -1.653 -1.985 1.381  0.10
H -2.909 -2.640 0.343  0.36
C -3.463 2.226 -4.680  -0.45
C -3.479 1.462 -3.517  -0.58
C -2.507 0.501 -3.304  -0.61
C -1.520 0.291 -4.257  0.15
C -1.515 1.042 -5.434  0.34
C -2.484 2.016 -5.636  -0.63
C -0.490 0.803 -6.491  0.50
O -0.484 1.461 -7.511  -0.69
C 0.520 -0.268 -6.262  0.35
C 1.453 -0.547 -7.252  -0.60
C 2.404 -1.531 -7.047  -0.41
C 2.435 -2.236 -5.848  -0.59
C 1.506 -1.967 -4.858  -0.75
C 0.541 -0.989 -5.066  0.20
C -0.470 -0.736 -4.002  0.47
O -0.438 -1.354 -2.962  -0.65
H -4.219 2.983 -4.841  0.38
H -4.251 1.621 -2.776  0.42
H -2.512 -0.092 -2.399  0.66
H -2.470 2.604 -6.543  0.47
H 1.428 0.005 -8.181  0.46
H 3.127 -1.750 -7.821  0.39
H 3.184 -3.000 -5.686  0.44
H 1.523 -2.515 -3.926  0.69
C -1.954 6.400 5.412  -0.46
C -1.541 5.926 6.653  -0.45
C -0.912 4.698 6.752  -0.55
C -0.702 3.931 5.613  0.18
C -1.136 4.397 4.372  0.19
C -1.753 5.638 4.275  -0.56
C -0.961 3.571 3.141  0.52
O -1.338 3.988 2.063  -0.68
C -0.327 2.235 3.276  0.34
C -0.202 1.425 2.154  -0.98
C 0.397 0.182 2.260  -0.21
C 0.884 -0.260 3.486  0.17
C 0.760 0.541 4.609  -1.07
C 0.148 1.785 4.514  0.30
C -0.006 2.616 5.737  0.60
O 0.415 2.244 6.813  -0.67
H -2.439 7.365 5.335  0.39
H -1.710 6.519 7.543  0.39
H -0.584 4.326 7.713  0.46
H -2.076 5.998 3.309  0.47
H -0.578 1.770 1.201  0.54
H 0.491 -0.452 1.388  0.64
H 1.359 -1.238 3.549  -0.20
H 1.133 0.201 5.565  0.47

Calculated values
Calculated total energy: -197514.67859 eV
Gap between HOMO and LUMO: 3.29 eV
Net charge: -1

Entry 2:
A molecular structure, C35H26ClN3O2PPd, computed with ωB97M-V with the def2-TZVPD basis set.

Each line ends with the Mulliken charge.
CARTESIAN COORDINATES (ANGSTROEM)
Pd 0.385 -1.320 -0.283  -0.81
Cl 3.292 0.695 5.650  -0.28
C 2.716 -0.473 4.473  0.11
C 2.012 -1.598 4.905  -0.48
C 1.535 -2.503 3.987  -0.48
C 1.737 -2.350 2.581  0.36
O 1.247 -3.165 1.733  -0.90
C 2.474 -1.183 2.178  1.21
C 2.696 -0.835 0.788  0.04
N 2.614 -1.625 -0.242  -0.99
C 3.129 -1.151 -1.444  -0.21
C 4.416 -0.678 -1.572  -0.12
C 4.915 -0.242 -2.814  -0.62
C 4.139 -0.261 -3.938  -0.99
C 2.804 -0.728 -3.850  1.54
C 1.914 -0.724 -4.949  -0.71
C 0.628 -1.143 -4.778  -0.58
C 0.223 -1.589 -3.504  -0.48
N 1.018 -1.616 -2.464  -0.44
C 2.301 -1.185 -2.614  0.30
C 2.926 -0.265 3.132  -0.96
H 1.838 -1.747 5.964  0.39
H 0.968 -3.366 4.314  0.39
H 3.059 0.188 0.626  0.37
H 5.053 -0.666 -0.697  0.53
H 5.935 0.121 -2.871  0.37
H 4.517 0.089 -4.891  0.37
H 2.263 -0.372 -5.913  0.39
H -0.080 -1.136 -5.596  0.40
H -0.795 -1.926 -3.341  0.41
H 3.437 0.633 2.803  0.37
O -1.224 -3.752 1.900  -0.57
N -1.706 -2.491 1.733  0.17
C -2.883 -2.466 1.264  -0.87
C -3.589 -1.197 1.028  0.54
C -4.971 -1.211 1.254  -0.78
C -5.741 -0.072 1.121  -0.54
C -5.133 1.121 0.755  -0.83
C -3.774 1.139 0.501  -0.03
C -2.979 -0.006 0.604  0.01
P -1.185 0.145 0.127  1.87
C -0.733 1.428 1.365  0.82
C -0.266 0.942 2.589  -0.58
C 0.087 1.815 3.606  -0.58
C 0.001 3.187 3.407  -0.65
C -0.450 3.680 2.192  -0.78
C -0.823 2.805 1.178  -0.06
C -1.334 1.105 -1.442  0.13
C -0.207 1.803 -1.884  -0.37
C -0.157 2.355 -3.152  -0.78
C -1.232 2.207 -4.023  -0.55
C -2.350 1.502 -3.605  -0.72
C -2.400 0.957 -2.326  -0.51
H -0.219 -3.604 1.938  0.46
H -3.413 -3.397 1.057  0.36
H -5.433 -2.143 1.560  0.42
H -6.806 -0.112 1.315  0.37
H -5.714 2.031 0.664  0.41
H -3.310 2.069 0.198  0.27
H -0.170 -0.130 2.723  0.22
H 0.456 1.420 4.544  0.44
H 0.296 3.869 4.195  0.39
H -0.510 4.750 2.028  0.40
H -1.169 3.202 0.231  0.33
H 0.654 1.884 -1.228  0.50
H 0.730 2.888 -3.472  0.41
H -1.190 2.628 -5.020  0.38
H -3.191 1.368 -4.275  0.39
H -3.279 0.401 -2.021  0.41

Calculated values
Calculated total energy: -70574.68329 eV
Gap between HOMO and LUMO: 6.17 eV
Net charge: -1
ΔE to the lowest compared entry with this formula, charge and spin: 1.3 kcal/mol

Entry 3:
A molecular structure, C35H26F5N3ORuSi, computed with ωB97M-V with the def2-TZVPD basis set.

Each line ends with the Löwdin spin population.
CARTESIAN COORDINATES (ANGSTROEM)
Ru 0.224 0.553 -0.250  0.64
C -2.574 0.233 -2.305  0.00
C -2.862 0.603 -0.883  0.00
C -4.190 0.811 -0.505  0.00
C -4.502 1.123 0.796  0.00
C -3.469 1.220 1.718  0.00
C -2.174 1.018 1.293  0.00
N -1.865 0.729 -0.003  0.00
C -1.035 1.098 2.231  0.02
C -1.095 1.386 3.586  0.00
C 0.089 1.461 4.303  0.02
C 1.310 1.285 3.667  0.00
C 1.321 1.004 2.313  0.01
N 0.156 0.878 1.659  0.00
C 2.528 0.853 1.457  0.01
C 3.795 0.978 1.978  0.00
C 4.887 0.854 1.127  0.01
C 4.660 0.585 -0.201  0.00
C 3.355 0.444 -0.676  0.01
C 3.127 0.092 -2.112  0.00
N 2.307 0.607 0.135  0.00
H -3.330 -0.469 -2.653  0.00
H -1.602 -0.234 -2.421  0.00
H -2.617 1.119 -2.944  0.00
H -4.963 0.707 -1.253  0.00
H -5.527 1.280 1.099  0.00
H -3.680 1.450 2.751  0.00
H -2.041 1.560 4.075  0.00
H 0.062 1.680 5.361  0.00
H 2.232 1.379 4.220  0.00
H 3.943 1.173 3.029  0.00
H 5.894 0.954 1.508  0.00
H 5.481 0.457 -0.892  0.00
H 4.003 -0.418 -2.509  0.00
H 2.964 0.993 -2.706  0.00
H 2.265 -0.560 -2.232  0.00
F -0.004 3.880 -6.004  0.00
C 0.051 3.567 -4.710  0.00
C -0.013 4.563 -3.741  0.00
F -0.129 5.830 -4.124  0.00
C 0.040 4.258 -2.394  0.00
F -0.029 5.245 -1.499  0.00
C 0.163 2.933 -1.946  0.00
O 0.211 2.600 -0.684  0.08
C 0.228 1.981 -2.957  0.00
F 0.344 0.666 -2.537  0.00
C 0.172 2.251 -4.309  0.00
F 0.232 1.259 -5.197  0.00
C -4.410 -3.371 0.216  0.00
C -3.789 -3.547 -1.012  0.00
C -2.486 -3.105 -1.200  0.00
C -1.779 -2.477 -0.172  0.00
C -2.424 -2.315 1.059  0.00
C -3.722 -2.756 1.255  0.00
Si -0.063 -1.811 -0.507  0.08
C 1.285 -2.388 0.667  0.04
C 1.161 -2.331 2.059  0.02
C 2.215 -2.683 2.888  0.00
C 3.424 -3.091 2.339  0.02
C 3.569 -3.152 0.961  0.00
C 2.509 -2.805 0.135  0.02
H -5.422 -3.721 0.368  0.00
H -4.316 -4.035 -1.822  0.00
H -2.013 -3.254 -2.165  0.00
H -1.910 -1.830 1.884  0.00
H -4.199 -2.627 2.218  0.00
H 0.317 -2.238 -1.880  0.00
H 0.228 -2.009 2.511  0.00
H 2.093 -2.647 3.963  0.00
H 4.246 -3.372 2.985  0.00
H 4.504 -3.484 0.528  0.00
H 2.636 -2.868 -0.941  0.00

Calculated values
Multiplicity: 2
Expectation value of S²: 0.758
Calculated total energy: -67277.36869 eV
Gap between HOMO and LUMO (alpha / beta): 6.88 / 5.87 eV
Net charge: +1
ΔE to the lowest compared entry with this formula, charge and spin: 13.7 kcal/mol

Entry 4:
A molecular structure, C35H26N5O4SZr, computed with ωB97M-V with the def2-TZVPD basis set.

Each line ends with the Mulliken charge.
CARTESIAN COORDINATES (ANGSTROEM)
Zr 0.374 -0.132 -0.097  0.20
O -0.624 2.726 -2.325  -0.73
S 0.372 1.702 -2.317  1.85
O 1.256 1.619 -1.099  -0.80
N -0.187 0.219 -2.211  0.54
C -1.383 -0.304 -2.727  0.51
C -2.129 0.127 -3.786  -0.64
C -3.302 -0.575 -4.153  -0.98
C -3.706 -1.687 -3.475  -0.91
C -2.959 -2.143 -2.361  0.62
C -3.301 -3.272 -1.585  -0.67
C -2.529 -3.621 -0.513  -1.04
C -1.426 -2.821 -0.180  -0.04
N -1.073 -1.763 -0.881  0.19
C -1.815 -1.433 -1.980  0.34
C 1.419 1.897 -3.698  0.24
C 0.927 2.599 -4.793  -0.34
C 1.727 2.714 -5.920  -0.78
C 2.991 2.146 -5.931  -0.45
C 3.475 1.464 -4.822  -0.86
C 2.691 1.331 -3.691  -0.36
H -1.821 0.999 -4.349  0.46
H -3.880 -0.220 -4.995  0.41
H -4.597 -2.224 -3.771  0.43
H -4.178 -3.853 -1.845  0.47
H -2.766 -4.481 0.096  0.45
H -0.824 -3.049 0.692  0.41
H -0.052 3.054 -4.742  0.48
H 1.367 3.258 -6.783  0.41
H 3.613 2.245 -6.811  0.40
H 4.472 1.043 -4.837  0.43
H 3.058 0.823 -2.809  0.60
C 0.443 -1.109 3.157  -1.32
N 1.020 -1.235 1.798  0.26
C 2.093 -1.962 1.671  0.05
C 2.653 -2.136 0.391  -0.24
C 3.700 -2.896 -0.114  -0.91
C 3.698 -2.700 -1.501  -1.19
C 2.651 -1.832 -1.778  -0.42
N 2.014 -1.467 -0.641  0.40
C 1.452 -0.707 4.201  0.24
C 1.847 -1.602 5.187  -0.21
C 2.795 -1.233 6.135  -0.69
C 3.353 0.034 6.096  -0.39
C 2.961 0.936 5.112  -0.77
C 2.015 0.568 4.171  -0.25
H -0.023 -2.059 3.430  0.50
H -0.356 -0.371 3.108  0.38
H 2.552 -2.424 2.544  0.51
H 4.371 -3.516 0.459  0.51
H 4.368 -3.141 -2.220  0.47
H 2.323 -1.468 -2.740  0.77
H 1.406 -2.592 5.223  0.40
H 3.093 -1.936 6.901  0.39
H 4.090 0.322 6.833  0.39
H 3.393 1.927 5.086  0.41
H 1.706 1.271 3.405  0.44
O -3.758 -0.473 0.484  -0.58
C -3.010 0.346 0.936  0.01
N -1.606 0.356 0.772  0.23
C -1.100 1.418 1.422  1.19
O 0.148 1.574 1.372  -0.73
C -2.150 2.205 2.084  0.54
C -2.115 3.347 2.858  -0.46
C -3.336 3.821 3.333  -0.64
C -4.526 3.165 3.033  -0.49
C -4.547 2.011 2.250  -0.50
C -3.338 1.546 1.785  -0.04
H -1.184 3.851 3.081  0.53
H -3.354 4.713 3.943  0.44
H -5.459 3.557 3.415  0.41
H -5.472 1.502 2.017  0.52

Calculated values
Calculated total energy: -64473.47985 eV
Gap between HOMO and LUMO: 7.67 eV
Net charge: +1
ΔE to the lowest compared entry with this formula, charge and spin: 0.5 kcal/mol

Entry 5:
A molecular structure, C35H28BrN8OSeW, computed with ωB97M-V with the def2-TZVPD basis set.

Each line ends with the Löwdin spin population.
CARTESIAN COORDINATES (ANGSTROEM)
W -0.673 1.760 0.836  1.00
C -1.326 4.138 4.506  0.00
C -0.887 5.395 4.116  0.02
C -0.488 5.596 2.805  0.00
C -0.558 4.545 1.907  0.01
N -0.960 3.306 2.303  0.02
C -1.333 3.116 3.579  0.02
C -0.437 4.697 0.441  -0.01
C -0.335 5.878 -0.270  0.00
C -0.666 5.874 -1.623  -0.01
C -1.264 4.751 -2.183  0.00
C -1.337 3.595 -1.423  0.00
N -0.727 3.549 -0.218  0.02
C -2.261 2.461 -1.599  0.01
C -3.133 2.312 -2.669  0.00
C -4.154 1.386 -2.589  0.01
C -4.294 0.635 -1.426  0.00
C -3.379 0.796 -0.410  0.01
N -2.365 1.679 -0.490  0.00
H -1.666 3.947 5.514  0.00
H -0.875 6.215 4.820  0.00
H -0.154 6.569 2.476  0.00
H -1.646 2.113 3.840  0.00
H -0.049 6.798 0.219  0.00
H -0.574 6.782 -2.203  0.00
H -1.704 4.798 -3.169  0.00
H -3.024 2.939 -3.542  0.00
H -4.848 1.266 -3.409  0.00
H -5.116 -0.056 -1.300  0.00
H -3.456 0.230 0.508  0.00
Br 2.387 -9.702 -3.377  0.01
C 1.293 -8.290 -2.891  0.01
C 0.345 -7.816 -3.797  0.00
C -0.466 -6.767 -3.427  0.01
C -0.322 -6.201 -2.151  0.03
C 0.625 -6.691 -1.234  0.01
C 1.436 -7.728 -1.608  0.00
N -1.133 -5.114 -1.901  0.17
N -1.239 -4.610 -0.795  0.28
C -1.275 -3.424 -0.198  0.02
C -1.843 -3.342 1.091  0.08
C -1.848 -2.161 1.804  -0.02
C -1.295 -1.014 1.241  0.10
O -1.212 0.149 1.875  0.11
C -0.727 -1.063 -0.063  0.02
N -0.191 0.108 -0.508  0.03
C 0.427 0.115 -1.684  -0.03
C 0.519 -1.028 -2.482  0.03
C -0.052 -2.208 -2.059  -0.02
C -0.685 -2.249 -0.809  0.03
H 0.251 -8.273 -4.772  0.00
H -1.226 -6.382 -4.093  0.00
H 0.708 -6.248 -0.250  0.00
H 2.182 -8.125 -0.934  0.00
H -2.274 -4.240 1.514  0.00
H -2.281 -2.116 2.794  0.00
H 0.851 1.060 -2.002  0.00
H 1.037 -0.971 -3.428  0.00
H -0.016 -3.083 -2.695  0.00
C 1.868 -0.968 2.214  0.00
N 3.074 -0.202 1.939  0.00
C 4.358 -0.674 2.145  0.00
C 5.203 0.327 1.834  0.00
N 4.432 1.399 1.433  0.00
C 4.965 2.720 1.090  0.00
C 3.134 1.062 1.501  -0.01
Se 1.820 2.342 1.069  0.00
H 2.128 -1.775 2.893  0.00
H 1.469 -1.385 1.292  0.00
H 1.130 -0.326 2.689  0.00
H 4.548 -1.667 2.512  0.00
H 6.277 0.376 1.863  0.00
H 6.044 2.634 1.005  0.00
H 4.714 3.434 1.871  0.00
H 4.548 3.051 0.142  0.00

Calculated values
Multiplicity: 3
Expectation value of S²: 2.376
Calculated total energy: -187909.23635 eV
Gap between HOMO and LUMO (alpha / beta): 5.65 / 4.67 eV
Net charge: +3
ΔE to the lowest compared entry with this formula, charge and spin: 23.9 kcal/mol

Entry 6:
A molecular structure, C35H28N6O10S3Sn, computed with ωB97M-V with the def2-TZVPD basis set.

Each line ends with the Mulliken charge.
CARTESIAN COORDINATES (ANGSTROEM)
Sn -0.738 0.074 1.294  1.03
O 1.660 -5.540 -3.580  -0.58
C 2.107 -4.828 -2.413  -0.93
C 0.964 -4.052 -1.830  0.54
C 0.405 -4.394 -0.613  -0.50
C -0.533 -3.544 -0.045  -0.63
N -0.925 -2.405 -0.603  -0.26
C -0.427 -2.107 -1.804  0.27
C 0.501 -2.904 -2.454  -0.41
C -0.885 -0.837 -2.448  0.54
C -1.515 -0.880 -3.688  -0.67
C -1.988 0.295 -4.252  0.58
C -2.669 0.303 -5.590  -0.83
O -1.734 0.404 -6.668  -0.53
C -1.786 1.479 -3.553  -0.38
C -1.114 1.429 -2.342  -0.72
N -0.674 0.302 -1.798  -0.11
H 2.443 -5.777 -4.084  0.33
H 2.905 -4.129 -2.673  0.40
H 2.500 -5.520 -1.663  0.34
H 0.737 -5.273 -0.075  0.41
H -0.947 -3.760 0.935  0.41
H 0.935 -2.575 -3.389  0.39
H -1.669 -1.832 -4.181  0.47
H -3.388 1.128 -5.634  0.30
H -3.211 -0.629 -5.750  0.35
H -1.035 1.001 -6.381  0.35
H -2.170 2.422 -3.925  0.39
H -0.952 2.329 -1.757  0.36
O -1.888 3.815 2.251  -0.69
C -1.265 2.839 2.657  0.34
O -0.462 2.125 1.941  -0.66
C -1.348 2.479 4.125  0.64
C -1.200 3.542 5.014  -0.65
C -1.189 3.353 6.385  -0.53
C -1.351 2.064 6.882  -0.47
C -1.524 1.004 6.012  -0.73
C -1.532 1.175 4.618  0.54
S -1.889 -0.249 3.645  -0.52
H -1.102 4.534 4.592  0.37
H -1.060 4.195 7.054  0.35
H -1.352 1.885 7.952  0.33
H -1.665 0.002 6.398  0.36
N 7.916 1.310 1.632  -0.64
C 6.916 0.435 1.162  1.07
C 6.314 -0.478 2.027  -0.75
C 5.340 -1.343 1.566  -0.53
C 4.954 -1.313 0.230  -0.47
C 5.554 -0.415 -0.636  -0.24
C 6.535 0.453 -0.174  -0.72
S 3.668 -2.386 -0.354  1.46
O 3.491 -2.023 -1.744  -0.75
O 4.125 -3.742 -0.082  -0.73
N 2.406 -1.984 0.462  -0.03
C 2.076 -2.565 1.629  0.22
S 2.747 -4.097 2.243  -0.11
C 1.693 -3.993 3.605  -0.54
C 0.973 -2.852 3.538  -0.70
N 1.178 -2.057 2.443  -0.03
H 7.828 1.512 2.617  0.23
H 7.967 2.168 1.105  0.23
H 6.599 -0.491 3.073  0.26
H 4.862 -2.034 2.250  0.34
H 5.224 -0.386 -1.664  0.48
H 6.993 1.165 -0.852  0.26
H 1.688 -4.739 4.381  0.41
H 0.248 -2.517 4.267  0.41
O -4.516 -0.434 -0.449  -0.77
C -3.809 0.547 -0.240  0.02
O -2.691 0.611 0.352  -0.20
C -4.286 1.894 -0.791  0.01
C -3.669 3.082 -0.407  0.06
C -4.095 4.292 -0.934  -0.66
C -5.129 4.281 -1.853  0.17
C -5.764 3.118 -2.253  -0.55
C -5.336 1.921 -1.706  -0.51
N -5.581 5.563 -2.435  1.01
O -6.571 5.551 -3.148  -0.64
O -4.952 6.570 -2.165  -0.63
H -2.865 3.066 0.319  0.44
H -3.638 5.224 -0.634  0.52
H -6.571 3.164 -2.970  0.48
H -5.794 0.978 -1.973  0.51

Calculated values
Calculated total energy: -104504.74378 eV
Gap between HOMO and LUMO: 5.98 eV
Net charge: -2
ΔE to the lowest compared entry with this formula, charge and spin: 28.1 kcal/mol

- Which value of net charge does entry 4 give?
  +1

- Number 4 is which compound?
  C35H26N5O4SZr

- The lowest calculated total energy belongs to which entry?
  C35H26Br2ClO4

- net charge of number 3 (C35H26F5N3ORuSi)?
  +1